Here is an isolated ion of composition C9H13N3OP and charge +1 in a non-equilibrium geometry from the Open Molecules 2025 dataset. Energies are from ωB97M-V with the def2-TZVPD basis set.

Last columns: bonded neighbours and bond lengths (Å).
Cartesian coordinates (Å):
1 C 4.07848 0.30910 -0.30190  C2 1.365, C3 1.400, H15 1.055
2 C 3.34232 -0.77924 -0.67112  C1 1.365, C4 1.372, H16 1.084
3 C 3.38363 1.32624 0.36376  C1 1.400, C5 1.346, H17 1.094
4 C 2.00618 -0.94861 -0.40732  C2 1.372, C6 1.395, H18 1.176
5 C 2.05005 1.26909 0.54027  C3 1.346, C6 1.440, H19 1.048
6 C 1.29052 0.10486 0.16280  C4 1.395, C5 1.440, C7 1.407
7 C -0.08178 0.17613 0.46445  C6 1.407, N10 1.391, N12 1.286
8 C -2.55888 -2.07255 0.89051  N11 1.413, H20 1.116, H21 1.088, H22 1.077
9 C -2.40150 1.54431 -1.39177  P14 1.836, H23 1.015, H24 1.051, H25 1.094
10 N -0.88833 -0.68297 -0.27416  C7 1.391, N11 1.449, H26 1.057
11 N -2.26693 -0.94772 0.08633  C8 1.413, N10 1.449, P14 1.597
12 N -0.71271 0.85859 1.35346  C7 1.286, H27 0.984
13 O -4.60273 0.28400 -0.01770  P14 1.433
14 P -3.20898 0.26516 -0.35150  C9 1.836, N11 1.597, O13 1.433
15 H 5.13235 0.27918 -0.35032  C1 1.055
16 H 3.90207 -1.52608 -1.22227  C2 1.084
17 H 3.87144 2.21985 0.76322  C3 1.094
18 H 1.38394 -1.91782 -0.64326  C4 1.176
19 H 1.62360 2.07447 1.05844  C5 1.048
20 H -2.86378 -1.84788 1.94042  C8 1.116
21 H -3.30194 -2.78361 0.53586  C8 1.088
22 H -1.66281 -2.66245 0.97962  C8 1.077
23 H -1.43172 1.56684 -1.09397  C9 1.015
24 H -2.51311 1.39170 -2.42599  C9 1.051
25 H -2.93425 2.46573 -1.13755  C9 1.094
26 H -0.41619 -1.55042 -0.64945  N10 1.057
27 H -0.21895 1.58410 1.79914  N12 0.984

## Properties
- F_max: 0.0879 hartree/bohr
- M: 210.20 g/mol
- HOMO-LUMO gap (alpha / beta): 5.1 / 6.4 eV
- Multiplicity: 3
- Charge: +1
- Energy above the lowest of the compared OMol25 structures with the same formula, charge and spin: 0.9001 eV

Atom charges from the Mulliken analysis, given in e for atoms 1 to 8:
1 C -0.823
2 C -0.375
3 C -0.395
4 C -0.477
5 C -0.878
6 C 1.664
7 C 0.257
8 C -0.875